{
  "formula": "C5H33N2O10S",
  "method": "ωB97M-V/def2-TZVPD",
  "elements": ["H", "H", "H", "H", "O", "H", "H", "H", "H", "H", "H", "O", "C", "C", "H", "H", "C", "C", "H", "H", "O", "O", "O", "H", "H", "H", "O", "H", "H", "H", "H", "O", "H", "H", "H", "H", "S", "N", "H", "H", "N", "H", "O", "O", "H", "H", "O", "H", "H", "H", "C"],
  "xyz": [[-2.347, 0.057, 2.646], [-3.283, -1.786, -1.208], [-0.946, 4.516, 0.390], [-0.017, 2.223, 0.355], [0.953, -2.750, -3.615], [1.822, 0.807, 1.564], [1.038, 2.048, -3.565], [3.467, -1.194, -2.314], [1.041, 1.482, -2.046], [0.356, -0.579, -0.671], [0.670, -1.835, -3.762], [-3.282, -2.732, -1.048], [1.832, 1.210, 0.522], [2.582, 2.560, 0.658], [-0.591, -0.292, 0.752], [-1.893, -0.577, -1.121], [-0.274, 0.237, -0.184], [-2.402, 1.588, -0.729], [3.681, 2.479, 0.744], [2.752, -2.944, 2.168], [-1.846, -2.017, 1.388], [2.769, -2.176, 2.736], [3.267, -2.137, -2.273], [0.254, -3.053, -2.991], [-1.783, 2.482, -0.786], [2.395, 3.171, -0.269], [-1.064, 4.171, 1.283], [-1.957, -2.223, 2.322], [2.338, -2.187, -2.610], [3.050, -2.428, -0.575], [1.839, 2.950, 2.539], [-0.664, -3.168, -1.511], [2.378, -1.432, 2.282], [1.863, -3.306, -0.039], [-0.604, -3.057, -0.551], [-1.789, 3.517, 1.174], [-3.028, 1.606, 1.027], [2.023, 3.448, 1.676], [-3.311, 1.656, -1.310], [2.404, 0.590, -0.210], [0.492, 1.438, -0.013], [-3.003, -2.814, -0.121], [2.639, -2.810, 0.236], [-1.470, -0.025, 3.079], [-1.311, -1.172, 1.435], [-1.014, 0.602, -2.093], [1.556, 1.696, -2.839], [-1.130, 0.831, 2.776], [1.099, 3.689, 1.363], [-1.631, -3.330, -1.616], [-1.512, 0.438, -1.088]],
  "mulliken_charge": [0.244, 0.364, 0.335, -0.069, -0.773, 0.048, 0.260, 0.328, 0.354, 0.121, 0.337, -0.753, 0.095, -0.845, 0.008, -0.558, 0.284, -0.783, 0.380, 0.332, -0.681, -0.673, -0.743, 0.450, 0.303, 0.289, -0.687, 0.183, 0.386, 0.357, 0.267, -0.708, 0.342, 0.259, 0.227, 0.162, -0.644, -0.681, 0.389, 0.081, 0.368, 0.352, -0.628, -0.777, 0.146, 0.197, -0.746, 0.319, 0.255, 0.386, 0.541],
  "gap_ev": 6.85,
  "e_tot_ev": -40013.220,
  "total_charge": -1,
  "homo_energy_ev": -4.358
}



{
  "formula": "C24H19O5PSm",
  "method": "ωB97M-V/def2-TZVPD",
  "elements": ["H", "H", "C", "C", "O", "C", "C", "C", "H", "C", "H", "H", "P", "C", "C", "H", "C", "Sm", "H", "C", "C", "H", "O", "O", "H", "H", "C", "C", "H", "H", "C", "O", "H", "C", "H", "C", "C", "H", "H", "C", "C", "C", "C", "H", "C", "O", "C", "H", "H", "C"],
  "xyz": [[2.055, -4.256, -5.539], [4.831, 1.963, 1.811], [-1.247, 4.966, 0.802], [-0.987, 3.765, 0.107], [-2.990, -3.386, -1.799], [-0.755, 2.586, 0.813], [-3.864, -0.927, 2.134], [1.981, 0.102, 1.780], [1.442, -0.695, 2.283], [-2.774, 0.461, 0.506], [3.797, 2.874, -0.322], [3.731, 0.052, 3.025], [-0.246, 0.598, 0.100], [0.107, -0.553, -4.402], [0.849, -3.350, -0.199], [-4.868, 0.535, 0.833], [-0.771, 2.632, 2.204], [0.437, -2.079, -2.306], [-0.550, 1.741, 2.789], [1.388, 0.768, 0.713], [-1.966, -2.842, -1.926], [-0.971, 3.770, -0.977], [-0.079, 0.328, -5.105], [4.066, -1.626, -1.819], [-1.469, 5.927, 2.743], [2.444, -5.725, -3.568], [-1.581, -0.177, 0.875], [1.437, -5.557, -3.971], [-1.071, 3.800, 4.009], [-2.642, -2.456, 3.095], [3.321, 2.098, 0.276], [1.039, -3.902, 0.801], [-4.768, -1.176, 2.697], [3.264, 0.512, 2.149], [-1.425, 5.877, 0.236], [1.228, -4.765, -5.029], [2.917, -1.692, -1.990], [-2.720, 1.296, -0.199], [-0.536, -1.738, 1.942], [-1.490, -1.240, 1.766], [-2.672, -1.622, 2.391], [-1.050, 3.817, 2.913], [-1.277, 4.995, 2.201], [1.538, 2.054, -1.002], [-3.931, 0.073, 1.145], [-0.018, -0.173, -1.248], [3.894, 1.551, 1.444], [0.249, -4.703, -5.519], [0.638, -6.177, -3.547], [2.066, 1.671, -0.115]],
  "mulliken_charge": [0.325, 0.456, -0.663, -0.207, -0.007, 0.622, -0.630, -0.267, 0.362, -0.384, 0.490, 0.476, 0.178, 0.215, 0.304, 0.487, -0.463, 1.424, 0.302, 1.111, 0.208, 0.454, -0.003, -0.001, 0.428, 0.320, 0.950, -0.549, 0.431, 0.479, -0.693, -0.044, 0.456, -0.654, 0.449, -0.634, 0.199, 0.435, 0.244, -0.238, -0.806, -0.691, -0.465, 0.360, -0.813, -0.299, -0.633, 0.342, 0.332, -0.697],
  "gap_ev": [2.92, 3.88],
  "spin_multiplicity": 6,
  "e_tot_ev": -62595.239,
  "s_squared": 8.77,
  "total_charge": 3,
  "homo_energy_ev": [-16.411, -16.413]
}